#i
96
Properties=species:S:1:pos:R:3 method="wB97M-V/def2-TZVPD" gap_ev=6.31 e_homo_ev=-6.02 lumo_ev=0.292
As 0.331 -3.846 0.296
Ge -4.630 2.498 0.881
S 1.795 2.986 0.073
P -0.319 -0.222 -0.975
Na -0.922 2.749 -1.363
O 1.151 2.390 -1.149
N -2.057 4.343 -0.423
C -2.945 3.616 -1.057
C -0.885 -3.136 -1.091
C 0.202 -5.702 -0.323
C -3.088 -3.921 2.839
C 0.362 0.062 -3.627
C 1.019 -0.199 -4.824
C 3.564 2.883 -0.217
C 6.279 2.771 -0.663
C 0.847 -0.907 2.869
C -2.510 -4.123 4.086
C 4.024 2.599 -1.490
C 0.124 -0.767 1.694
C 1.504 5.316 -1.376
C 2.145 -0.304 0.492
C 1.617 6.945 0.879
C -4.381 3.735 -0.618
C 2.372 -1.839 -3.706
C -2.289 -3.828 1.705
C 5.798 3.038 0.614
C 2.033 -1.146 -4.862
C -6.540 2.331 1.293
C 1.704 5.567 1.020
C 2.872 -0.442 1.668
C 1.472 7.506 -0.381
C -0.605 -7.978 -0.231
C 4.431 3.086 0.845
C 0.989 -7.349 -1.914
C -3.875 0.731 0.482
C -1.128 -4.223 4.197
C -0.601 -6.678 0.264
C 1.705 -1.584 -2.515
C -3.702 3.117 2.490
C 5.394 2.545 -1.711
C 0.696 -0.619 -2.455
C -1.425 -1.716 -0.905
C 0.186 -8.315 -1.321
C 1.657 4.771 -0.113
C -0.904 -3.928 1.805
C 0.764 -0.498 0.480
C 2.228 -0.756 2.858
C 1.001 -6.055 -1.411
C -0.334 -4.117 3.064
C 1.411 6.693 -1.507
H -3.900 2.428 3.315
H -2.785 0.816 0.468
H 1.642 -5.309 -1.869
H 1.794 5.118 2.004
H -2.625 3.146 2.308
H 3.947 -0.303 1.652
H -1.226 -6.427 1.113
H 7.347 2.729 -0.838
H 3.155 -2.589 -3.735
H -3.134 -4.200 4.968
H 6.490 3.199 1.432
H -0.429 0.805 -3.602
H -2.479 4.965 0.285
H -0.955 -0.879 1.724
H -4.027 4.117 2.788
H -4.164 -3.838 2.748
H -6.688 1.679 2.158
H 1.447 4.666 -2.242
H -1.972 -1.622 0.036
H 3.312 2.405 -2.287
H 0.181 -9.329 -1.704
H -2.160 -1.525 -1.691
H -4.164 0.006 1.250
H 5.771 2.327 -2.702
H -1.234 -8.728 0.235
H -4.632 4.754 -0.272
H 4.042 3.277 1.841
H -7.089 1.914 0.446
H -1.727 -3.825 -1.176
H -2.763 -3.680 0.742
H 1.391 8.581 -0.487
H -6.955 3.314 1.523
H -5.087 3.446 -1.401
H -4.197 0.362 -0.495
H 1.609 -7.606 -2.764
H 0.330 -1.136 3.794
H 2.555 -1.349 -5.790
H -0.672 -4.378 5.167
H 1.967 -2.147 -1.629
H 0.746 -4.177 3.154
H 1.284 7.129 -2.489
H 1.647 7.578 1.757
H 2.662 -0.040 -0.422
H -0.330 -3.221 -2.025
H 0.742 0.338 -5.724
H 2.797 -0.869 3.773


#ii
96
Properties=species:S:1:pos:R:3 method="wB97M-V/def2-TZVPD" gap_ev=6.22 e_homo_ev=-5.93 lumo_ev=0.291
As -4.348 -1.674 0.472
Ge 0.676 3.294 -0.173
S 5.653 -0.236 -0.197
P -0.781 -0.835 -0.739
Na 2.483 0.208 -1.087
O 4.716 -0.351 -1.362
N 1.788 -0.461 2.394
C 0.552 5.194 0.393
C -7.272 -1.239 0.187
C -1.188 -2.890 -4.223
C -0.188 2.316 1.322
C -1.299 -1.555 3.278
C 6.083 4.173 0.773
C 5.744 2.436 -0.854
C -8.506 -1.445 -0.418
C -7.482 -2.915 -2.016
C -6.134 -1.870 -0.303
C 5.843 1.503 0.166
C 9.795 -0.946 -1.946
C -2.195 -4.288 -2.552
C -4.887 1.047 1.534
C -1.411 -1.009 2.006
C -2.338 0.166 -0.811
C 7.418 -0.720 -2.247
C 2.461 -0.734 1.492
C 8.684 -0.939 -2.776
C 5.865 3.778 -0.542
C -0.014 -3.370 2.385
C 9.648 -0.739 -0.579
C -1.866 -3.363 -1.572
C 6.168 3.230 1.785
C 2.382 2.565 -0.594
C -5.026 0.180 4.165
C -0.603 -2.739 3.472
C -4.723 -0.306 1.815
C -1.189 -2.190 -1.906
C -8.613 -2.279 -1.521
C 6.036 1.880 1.484
C -3.685 -0.527 -0.996
C -5.107 1.961 2.557
C -0.846 -1.972 -3.240
C 8.390 -0.521 -0.043
C -5.179 1.528 3.874
C -1.862 -4.052 -3.880
C -4.791 -0.728 3.141
C -0.124 -2.822 1.117
C 7.289 -0.505 -0.888
C -6.253 -2.717 -1.404
C -0.529 3.166 -1.739
C -0.838 -1.642 0.903
H -0.920 -2.701 -5.255
H -9.385 -0.949 -0.027
H -0.481 5.493 0.594
H 0.539 -4.290 2.526
H 3.056 2.630 0.272
H -0.472 2.169 -2.180
H -5.352 2.241 4.670
H -4.452 0.223 -1.204
H -0.520 -3.168 4.463
H -5.223 3.011 2.324
H -4.843 1.405 0.513
H 1.139 5.354 1.300
H 10.779 -1.118 -2.362
H -0.168 1.238 1.148
H 6.533 -0.715 -2.870
H -1.954 -0.080 1.887
H -2.176 0.838 -1.659
H -9.574 -2.436 -1.993
H 8.267 -0.357 1.022
H -4.647 -1.777 3.375
H 8.800 -1.106 -3.839
H -2.333 0.823 0.061
H -2.143 -3.553 -0.543
H 0.353 2.515 2.252
H 0.953 5.848 -0.384
H -5.377 -3.229 -1.789
H -2.719 -5.195 -2.278
H -7.559 -3.570 -2.875
H 2.830 3.160 -1.400
H -1.775 -1.055 4.114
H 6.062 1.132 2.268
H 6.315 3.543 2.810
H -3.656 -1.181 -1.870
H 1.091 -0.294 3.093
H -7.201 -0.580 1.044
H 5.539 2.108 -1.865
H -0.213 3.883 -2.501
H 6.166 5.226 1.010
H 0.356 -3.319 0.281
H -1.225 2.636 1.459
H 5.769 4.522 -1.322
H -5.083 -0.164 5.191
H -1.568 3.385 -1.481
H -2.124 -4.774 -4.642
H -0.312 -1.068 -3.512
H 10.515 -0.749 0.068


Winner for stability: #i


#i
54
Properties=species:S:1:pos:R:3 method="wB97M-V/def2-TZVPD" gap_ev=8.46 e_homo_ev=-7.84 smiles="CCOC(=O)c1c(-c2ccc(C)o2)csc1NC(=O)CN1CCC(C(N)=O)CC1" lumo_ev=0.620
S 0.517 2.848 -0.475
O -0.020 -0.828 2.126
O 0.633 -3.106 -1.604
O -3.730 0.495 0.579
O -1.795 -1.228 0.804
O 2.931 2.588 0.187
N 0.340 -0.944 -2.089
N 1.633 1.100 1.248
N 4.425 -0.299 0.543
C -1.944 -2.551 1.321
C 3.050 -0.290 -1.547
C -5.100 0.602 -1.166
C 1.093 -1.985 -1.676
C -2.153 -3.514 0.165
C 2.851 1.608 0.905
C -4.973 0.222 0.139
C -3.853 1.144 -1.546
C 4.420 -0.066 -0.884
C 2.568 -1.973 0.276
C -0.818 -0.469 1.272
C 3.936 -1.619 0.869
C -1.134 2.552 -0.885
C -3.042 1.048 -0.445
C 4.060 0.822 1.389
C -0.710 0.822 0.592
C 0.496 1.496 0.591
C 2.525 -1.691 -1.235
C -5.934 -0.408 1.082
C -1.666 1.460 -0.263
H 3.894 0.456 2.403
H 4.755 0.955 -1.073
H -5.974 0.507 -1.779
H -2.811 -2.541 1.992
H 1.500 0.304 1.875
H 4.677 -2.325 0.476
H -0.622 -1.121 -2.329
H 2.363 0.472 -1.182
H 3.156 -0.160 -2.627
H -3.583 1.535 -2.506
H 1.780 -1.411 0.774
H 0.694 -0.012 -2.200
H -1.637 3.212 -1.561
H -2.324 -4.513 0.553
H -1.276 -3.530 -0.479
H -3.017 -3.208 -0.422
H -5.588 -1.401 1.368
H 2.364 -3.031 0.443
H 4.908 1.519 1.396
H 3.910 -1.731 1.955
H -6.908 -0.494 0.610
H 5.147 -0.757 -1.326
H -1.050 -2.810 1.897
H 3.167 -2.427 -1.732
H -6.024 0.190 1.987


#ii
54
Properties=species:S:1:pos:R:3 method="wB97M-V/def2-TZVPD" gap_ev=6.97 e_homo_ev=-7.58 smiles="O=[N+]([O-])c1ccc(N(C[C@H](O)CN2CCCCC2)S(=O)(=O)c2ccccc2)cc1" lumo_ev=-0.608
S 1.324 -2.486 -1.517
O 0.019 -2.988 -1.565
O 2.278 -2.599 -2.362
O -1.423 -1.036 0.115
O 4.495 4.248 0.254
O 6.100 2.795 0.106
N 0.843 -0.544 -1.661
N -3.969 0.414 -0.953
N 4.956 3.092 -0.022
C 1.971 -2.490 0.346
C -3.432 2.311 0.584
C 3.872 2.123 -0.467
C -3.992 1.632 1.825
C 3.316 -2.650 2.624
C -1.386 -0.146 -0.846
C 4.212 0.665 -0.875
C 3.237 -3.364 0.385
C -0.364 -0.485 -2.040
C 2.438 2.578 -0.680
C -4.355 -0.271 0.178
C -2.820 0.020 -1.619
C 1.517 1.660 -1.093
C 3.181 -0.157 -1.061
C 1.797 0.175 -1.052
C -3.692 0.401 1.691
C 1.401 -1.874 1.229
C 2.014 -1.974 2.679
C 3.752 -3.406 1.659
C -4.011 1.914 -0.653
H -2.586 -0.097 1.789
H -4.288 -0.218 2.587
H 2.266 3.533 -0.391
H -4.192 -1.321 0.467
H -0.394 0.556 -2.554
H -3.048 -1.036 -1.932
H 3.719 -1.006 -1.482
H 3.609 -2.820 3.832
H 4.692 -3.759 1.437
H -3.614 2.129 2.972
H -0.654 -0.980 -2.692
H -2.429 2.392 0.504
H -1.217 0.879 -0.442
H 0.457 2.162 -1.055
H 0.411 -1.219 1.361
H 3.709 -3.623 -0.564
H -5.031 2.003 -0.610
H 1.588 -1.450 3.485
H -5.128 1.853 1.939
H 5.293 0.479 -0.544
H -3.685 3.364 0.701
H -2.631 0.334 -2.462
H -3.453 2.288 -1.567
H -5.486 -0.087 0.440
H -1.186 -1.915 -0.426


Winner for stability: #i


#i
21
Properties=species:S:1:pos:R:3 method="wB97M-V/def2-TZVPD" gap_ev=9.37 e_homo_ev=-8.36 smiles="C=C/C(N)=C/CCC" lumo_ev=1.018
N 0.160 2.247 -0.117
C 1.850 -1.523 0.185
C -2.002 1.569 0.948
C -3.202 1.235 0.466
C 1.306 -0.101 -0.043
C -0.152 -0.057 0.448
C 1.329 -2.506 -0.992
C -0.653 1.193 0.424
H 0.485 1.915 -1.112
H 1.654 -3.567 -1.044
H -4.104 1.373 0.991
H -0.686 -0.779 1.047
H -1.990 2.025 1.899
H -0.347 3.118 -0.243
H 0.240 -2.430 -1.059
H 1.270 0.317 -1.068
H 2.055 0.522 0.476
H -3.289 0.966 -0.613
H 2.987 -1.500 0.231
H 1.596 -1.907 1.148
H 1.493 -2.111 -1.975


#ii
21
Properties=species:S:1:pos:R:3 method="wB97M-V/def2-TZVPD" gap_ev=8.80 e_homo_ev=-7.85 smiles="CCC1=CN1.C=CC" lumo_ev=0.944
N 2.161 0.084 -0.433
C 0.435 -2.646 -1.442
C -0.764 0.899 1.347
C 0.226 1.577 2.019
C 0.757 -0.364 -0.609
C 1.035 0.742 -1.235
C -0.121 -1.476 -0.535
C -1.707 1.570 0.420
H 0.834 1.599 -1.907
H 0.014 -3.531 -1.021
H -0.034 -1.906 0.440
H -0.959 -0.016 1.753
H -1.941 0.987 -0.400
H 0.734 1.058 2.758
H 0.024 -2.398 -2.472
H -1.182 -1.269 -0.746
H -1.285 2.470 0.091
H 2.205 0.728 0.471
H 1.472 -2.459 -1.199
H 0.676 2.534 1.744
H -2.578 1.816 0.955


Winner for stability: #i


#i
21
Properties=species:S:1:pos:R:3 method="wB97M-V/def2-TZVPD" gap_ev=9.98 e_homo_ev=-9.11 smiles="C=CC=C.C=NCC" lumo_ev=0.871
N -0.835 1.019 -1.987
C 0.738 0.879 2.359
C 1.519 -1.175 1.224
C -2.807 -0.337 -1.471
C -1.337 -0.073 -1.166
C 2.456 -1.841 0.564
C 1.665 0.200 1.692
C -0.069 1.847 -1.423
H -0.750 -0.959 -1.421
H -0.226 0.449 2.601
H -3.139 -1.254 -0.981
H 0.200 1.764 -0.363
H -1.190 0.144 -0.102
H 2.304 -2.857 0.239
H 0.323 2.650 -2.046
H 3.415 -1.395 0.326
H 2.611 0.687 1.484
H -2.946 -0.458 -2.543
H -3.440 0.477 -1.120
H 0.569 -1.654 1.440
H 0.939 1.887 2.692


#ii
21
Properties=species:S:1:pos:R:3 method="wB97M-V/def2-TZVPD" gap_ev=8.77 e_homo_ev=-7.72 smiles="C=C/C(N)=C/CCC" lumo_ev=1.046
N 1.016 0.303 -1.727
C -1.635 -2.711 0.917
C 0.570 1.042 -0.617
C 0.327 0.434 0.520
C 0.117 -1.053 0.571
C 0.752 2.561 -0.799
C -1.223 -1.398 0.181
C 1.056 3.485 0.165
H 1.232 -0.645 -1.869
H -1.907 -2.568 2.015
H 0.357 -1.360 1.610
H 1.458 0.695 -2.455
H -2.436 -3.219 0.391
H 1.450 4.478 -0.221
H 0.872 -1.533 -0.085
H -1.302 -1.483 -0.970
H 0.363 2.657 -1.815
H 1.171 3.274 1.224
H 0.361 1.004 1.572
H -1.902 -0.601 0.455
H -0.697 -3.363 0.937


Winner for stability: #i


#i
17
Properties=species:S:1:pos:R:3 method="wB97M-V/def2-TZVPD" gap_ev=5.12 total_charge=-1 e_homo_ev=-1.32 lumo_ev=3.800
O -3.009 0.092 0.880
N -1.136 0.991 -0.545
C 3.155 -0.766 -0.133
C -2.519 0.810 -0.138
C -0.348 0.777 0.715
C 1.180 0.767 0.508
C 1.790 -0.504 0.318
H -1.185 -1.611 -1.251
H -1.742 -1.735 -0.817
H -0.724 1.414 1.541
H 3.741 0.088 -0.506
H 3.623 -1.767 -0.064
H 1.583 1.565 -0.074
H -3.193 1.386 -0.781
H 1.137 -1.344 0.123
H -0.599 -0.220 0.984
H -1.752 0.056 -0.760


#ii
17
Properties=species:S:1:pos:R:3 method="wB97M-V/def2-TZVPD" gap_ev=6.04 total_charge=-1 e_homo_ev=-2.19 smiles="N/C=C/CCC[O-]" lumo_ev=3.855
O 0.854 3.168 -0.810
N -2.591 -1.679 0.565
C -1.227 -1.609 0.063
C -0.323 -0.749 0.493
C 1.045 -0.563 -0.078
C 0.916 2.079 -0.046
C 1.192 0.761 -0.851
H -0.642 -0.112 1.313
H -3.099 -0.894 0.170
H 0.533 0.746 -1.721
H 1.797 -0.668 0.709
H -0.023 1.877 0.543
H 1.207 -1.358 -0.819
H 2.231 0.857 -1.159
H 1.748 2.102 0.720
H -2.619 -1.566 1.571
H -0.999 -2.390 -0.663


#iii
17
Properties=species:S:1:pos:R:3 method="wB97M-V/def2-TZVPD" gap_ev=6.18 total_charge=-1 e_homo_ev=-2.37 smiles="C=C(N)CCC[O-]" lumo_ev=3.811
O 0.633 -0.826 3.033
N -1.205 -0.744 -1.336
C -0.433 0.368 -1.522
C 0.095 -0.184 2.002
C 0.840 -0.386 0.652
C -0.476 1.096 -2.653
C 0.553 0.674 -0.415
H 0.559 -1.361 0.246
H 1.915 -0.450 0.844
H 1.476 0.966 -0.916
H 0.007 2.057 -2.727
H 0.051 0.932 2.143
H -1.151 0.754 -3.431
H -1.773 -1.122 -2.067
H 0.231 1.597 0.091
H -1.214 -1.180 -0.432
H -0.975 -0.484 1.753


Winner for stability: #iii